Entry 1:
ORCA calculation (wB97M-V/def2-TZVPD) on C24H48GeN3S4SbSi4TeW as an isolated structure at a distorted geometry.

Structure (XYZ):
```
87
Properties=species:S:1:pos:R:3:forces:R:3
W -0.5930 0.1489 0.5159 -2.3 -0.1 0.3
S -2.1356 1.7228 1.5682 0.6 0.3 -0.1
Sb 0.0938 2.8510 1.7217 -0.1 1.3 1.0
S 0.7176 0.4798 2.5118 -0.1 0.2 -0.4
S -0.5292 1.5715 -1.3477 0.0 -0.5 0.9
S -0.0201 4.2096 3.6047 0.0 -0.4 -0.2
C -2.5846 -0.4393 -0.4771 -0.6 0.7 0.2
H -2.7587 0.2303 -1.3176 0.0 -0.1 -0.1
H -3.3770 -0.2216 0.2395 -0.1 -0.1 0.1
H -2.6932 -1.4680 -0.8147 0.2 -0.1 0.1
C 3.6774 -4.6419 -2.8461 -0.1 -0.3 0.2
Si 3.0747 -3.2947 -4.0161 0.3 0.2 0.7
C 4.1216 -1.7726 -3.5760 0.0 0.2 0.1
C 3.6654 -3.8628 -5.7063 -0.2 -0.1 -0.5
Si 0.8439 -2.7570 -3.5285 0.2 -1.6 -1.4
Te 0.1010 -1.0108 -1.7739 0.6 0.9 -2.6
Si 0.4740 -1.3124 -5.3710 -0.1 0.2 0.5
C 1.6898 0.1154 -5.2949 0.1 0.2 0.1
C -1.2410 -0.5637 -5.2722 -0.2 0.2 0.1
C 0.6375 -2.0873 -7.0738 0.1 -0.4 -0.2
Si -0.3313 -4.6051 -4.4391 -0.2 0.0 0.6
C 0.1316 -5.5069 -6.0277 0.4 0.0 -0.3
C -2.1372 -4.0784 -4.6351 -0.2 0.2 0.0
C -0.3680 -5.9830 -3.1515 0.1 -0.1 0.3
H 4.7674 -4.7530 -2.8658 -0.1 0.0 0.0
H 3.2249 -5.6114 -3.0894 0.1 0.1 0.0
H 3.3770 -4.3967 -1.8226 0.1 0.0 -0.1
H 4.9415 -2.0203 -2.8931 0.0 0.0 -0.1
H 3.4845 -1.0401 -3.0685 0.1 0.0 0.0
H 4.5440 -1.2750 -4.4549 0.0 -0.1 0.0
H 4.7066 -4.1936 -5.6238 0.0 0.0 0.0
H 3.6139 -3.0619 -6.4503 0.1 0.0 0.1
H 3.0655 -4.6972 -6.0860 0.1 0.0 0.0
H 1.6366 0.5496 -4.2891 0.0 0.0 -0.1
H 1.4442 0.9041 -6.0146 0.0 -0.1 0.0
H 2.7209 -0.2084 -5.4595 0.0 0.0 0.0
H -1.3704 -0.1237 -4.2776 0.0 0.0 -0.1
H -2.0238 -1.3157 -5.3990 0.0 0.0 -0.1
H -1.3893 0.2349 -6.0084 0.0 -0.1 0.0
H 1.5028 -2.7528 -7.1362 0.0 0.1 -0.1
H 0.7482 -1.3069 -7.8339 0.0 0.0 0.0
H -0.2465 -2.6856 -7.3157 0.0 0.1 0.0
H 0.3656 -4.8279 -6.8505 -0.1 -0.1 0.0
H -0.7011 -6.1501 -6.3332 0.0 0.0 0.0
H 1.0147 -6.1353 -5.8656 -0.1 0.0 0.0
H -2.3837 -3.8013 -5.6663 0.0 0.0 0.1
H -2.3100 -3.1945 -4.0134 -0.1 -0.1 0.0
H -2.8349 -4.8558 -4.3059 0.1 0.0 -0.1
H 0.6508 -6.2532 -2.8476 -0.1 0.0 0.0
H -0.8758 -6.8878 -3.5061 0.0 0.1 0.0
H -0.8805 -5.6300 -2.2504 0.0 -0.1 -0.1
C 2.3039 -2.6915 0.2706 0.4 0.7 -0.1
Ge 0.4722 -2.2581 0.9330 0.6 -2.8 1.2
C -0.4367 -3.8831 0.2094 -0.4 0.0 0.0
C 0.9378 -2.9930 2.7530 -0.3 0.3 0.4
C -1.4751 -1.3834 1.6095 1.1 1.3 0.5
H 2.1913 -3.6732 -0.1875 -0.1 0.0 0.0
H 2.9813 -2.7753 1.1255 0.0 0.0 0.0
H 2.7149 -1.9946 -0.4578 0.0 -0.1 0.0
H -0.5607 -4.5812 1.0453 0.0 0.0 -0.1
H 0.1458 -4.3715 -0.5726 0.0 0.1 0.0
H -1.4301 -3.6655 -0.1909 0.0 0.0 -0.1
H 1.4409 -3.9544 2.6086 0.0 0.1 -0.1
H 0.0629 -3.1508 3.3909 0.0 0.0 0.0
H 1.6113 -2.3179 3.2890 0.0 0.0 -0.1
H -1.3088 -1.0515 2.6321 0.1 -0.5 0.2
H -2.0982 -2.2699 1.6169 -0.2 0.0 -0.7
N 10.5214 0.7951 3.4055 0.1 0.0 0.0
C 9.4867 0.8805 2.9123 -0.7 0.1 -0.3
C 8.1801 0.9827 2.2737 0.8 -0.1 0.4
C 7.9794 1.8864 1.2414 -0.2 0.1 -0.2
C 6.7513 1.9587 0.6054 0.3 0.1 0.1
C 5.7058 1.1232 0.9923 -0.2 0.0 -0.1
C 5.9030 0.2364 2.0507 0.2 -0.1 0.2
C 7.1317 0.1692 2.6841 -0.3 -0.1 0.0
N 4.4765 1.1824 0.3300 -0.2 -0.1 -0.1
C 4.1133 2.0135 -0.7349 0.1 -0.1 0.2
C 2.8209 1.7265 -1.0041 -0.2 -0.3 -0.1
N 2.3555 0.7398 -0.1522 0.2 0.4 -0.2
C 3.3459 0.4383 0.6129 0.4 0.1 0.2
H 8.7876 2.5365 0.9345 0.0 0.0 0.0
H 6.6115 2.6720 -0.1922 0.0 0.0 0.0
H 5.1031 -0.4049 2.3880 0.0 0.0 0.0
H 7.2773 -0.5230 3.5020 0.0 0.0 0.0
H 4.7843 2.7169 -1.1923 0.0 0.0 0.1
H 2.1770 2.1345 -1.7660 -0.1 0.0 0.1
H 3.2997 -0.2967 1.3987 0.0 0.1 0.0
```
Positions in Å, forces in eV/Å.

As for the multiplicity: 1. The molar mass comes out at 1125.09 g/mol. The total energy comes out at -177162.557 eV. The calculation puts the orbital gap at 0.176 Ha. For the relative energy (zero: lowest compared OMol25 entry of this formula, charge and spin), the calculation gives 155.9 kcal per mole. For the max |F|, the calculation gives 3.15 eV/Å. The calculation puts the HOMO energy at -1.38 eV. Its charge is -2.

Mulliken atomic charge list, values in e, 2 entries: 0.546 -0.376

=====

Entry 2:
ORCA calculation (wB97M-V/def2-TZVPD) on C24H48HgN7O9 as an isolated structure at a distorted geometry.

Structure (XYZ):
```
89
Properties=species:S:1:pos:R:3:forces:R:3
Hg -2.6204 0.9076 -0.1937 1.4 -0.5 0.4
O -0.5918 0.3143 -0.5295 -0.8 0.6 -0.3
H -0.2539 0.7752 0.2498 0.2 0.1 0.0
C 1.1468 3.7568 -1.2919 -0.2 -0.1 -0.3
O 0.8397 4.5197 -0.4039 -0.2 0.2 0.3
N 1.7325 4.1145 -2.4587 0.6 -0.1 0.4
C 2.3697 3.1438 -3.3199 -0.3 -0.5 -0.6
C 2.0319 5.5040 -2.7206 0.1 0.8 -0.3
H 0.8855 2.6853 -1.2666 0.2 -0.2 0.1
H 1.7950 3.0682 -4.2478 0.4 0.1 -0.3
H 2.4163 2.1219 -2.9440 -0.4 0.2 0.6
H 3.4140 3.3867 -3.5182 -0.1 0.4 -0.1
H 1.2772 6.0059 -3.3343 -0.2 -0.3 0.1
H 2.1238 6.0855 -1.8055 0.0 -0.2 0.1
H 2.9622 5.5946 -3.2819 0.1 -0.2 0.1
C -2.3488 -0.6613 3.0534 0.5 -0.4 0.1
O -2.3516 -0.0172 2.0129 -0.3 0.2 0.0
N -1.4299 -0.5250 4.0078 -0.3 -0.7 0.2
C -1.4810 -1.3184 5.2403 0.2 0.7 -0.4
C -0.2524 0.2634 3.7974 0.8 0.6 -0.4
H -3.0451 -1.4845 3.2491 -0.4 0.2 0.1
H -2.3400 -1.9819 5.2200 0.0 0.0 0.1
H -1.5449 -0.5996 6.0569 -0.2 -0.3 0.3
H -0.5604 -1.8870 5.3609 0.0 -0.1 -0.1
H -0.1568 1.1104 4.4806 -0.1 -0.2 0.2
H 0.6382 -0.3614 3.8840 -0.1 0.0 0.3
H -0.2246 0.6802 2.7905 -0.4 -0.1 0.0
C 0.5172 -0.6564 -6.0791 0.0 -0.1 0.3
O 0.3830 -1.4308 -6.9959 0.0 -0.2 -0.1
N 0.5136 -0.9819 -4.7551 0.1 0.2 -0.7
C 0.5359 0.0982 -3.7928 -0.4 0.4 -0.5
C 0.2673 -2.3484 -4.3565 0.5 -0.2 0.1
H 0.6547 0.4250 -6.2476 0.1 0.1 0.0
H 0.8532 -0.2477 -2.8123 -0.1 0.0 0.0
H -0.4326 0.6150 -3.7413 -0.1 -0.4 0.5
H 1.1891 0.8879 -4.1559 0.4 -0.2 0.1
H 0.4320 -3.0220 -5.1941 -0.1 0.2 -0.2
H 0.9925 -2.6440 -3.5986 -0.2 0.0 0.2
H -0.7502 -2.4858 -3.9948 -0.1 0.0 0.0
C -1.5385 3.3710 2.2839 -0.3 0.0 0.2
O -1.6881 2.6200 1.3207 0.1 0.0 -0.4
N -2.4642 4.1914 2.7734 -0.3 0.5 0.2
C -3.6620 4.5396 2.0341 -0.1 0.0 -0.5
C -2.2047 5.0102 3.9402 0.1 0.8 0.1
H -0.6033 3.4151 2.8540 0.1 -0.3 -0.1
H -4.5427 4.6057 2.6695 0.1 -0.2 0.2
H -3.8118 3.8140 1.2400 -0.1 -0.1 0.1
H -3.5563 5.5100 1.5421 0.2 0.1 0.1
H -2.1527 6.0715 3.6741 0.0 -0.1 -0.2
H -3.0212 4.9481 4.6594 0.1 -0.4 0.1
H -1.2509 4.7754 4.4068 -0.1 -0.3 0.0
C 1.4207 -2.6860 -0.7085 -0.4 -0.4 0.1
O 1.9384 -3.3731 -1.5668 0.0 0.0 0.1
N 0.7159 -3.1594 0.3586 0.3 0.6 0.0
C -0.0082 -2.2057 1.1618 -2.1 -0.2 0.0
C 0.4155 -4.5574 0.5400 0.6 -0.4 0.0
H 1.4797 -1.5831 -0.7222 -0.3 -0.5 0.1
H -0.9469 -1.9518 0.6481 0.2 0.3 -0.1
H 0.4621 -1.2548 1.3922 0.5 -0.2 -0.1
H -0.4161 -2.6634 2.0684 0.8 -0.2 0.2
H 1.0659 -5.1285 -0.1208 0.0 0.0 0.0
H 0.6226 -4.8411 1.5731 0.0 0.0 0.0
H -0.6186 -4.8492 0.3302 -0.1 0.3 -0.1
C -3.8811 -2.3703 -0.3471 0.0 0.0 0.0
O -3.5269 -1.1870 -0.3261 -0.4 -0.1 -0.3
N -3.2291 -3.3598 -0.9324 0.6 -0.9 -0.2
C -3.7289 -4.7366 -0.8589 -0.5 0.5 -0.1
C -2.0625 -3.1816 -1.7967 0.1 1.2 0.6
H -4.8076 -2.7028 0.1428 0.1 0.2 0.1
H -4.1194 -5.0256 -1.8354 -0.1 -0.1 0.0
H -4.5302 -4.7480 -0.1225 0.0 -0.3 -0.1
H -2.9581 -5.4498 -0.5784 0.2 0.2 0.1
H -1.6049 -2.2095 -1.5917 -0.2 0.1 -0.1
H -1.2806 -3.8923 -1.5482 -0.2 -0.4 -0.3
H -2.3702 -3.1912 -2.8385 0.1 -0.4 -0.1
C 4.5874 -1.3675 -0.5767 0.0 0.3 0.4
C 5.0798 -1.5194 0.7259 0.2 0.5 -1.2
C 4.5148 -0.7910 1.7547 -0.6 -0.5 0.7
C 3.3961 0.0145 1.5148 0.8 -0.5 -0.7
C 2.8802 0.1196 0.2378 -0.2 0.5 -0.3
C 3.4816 -0.5726 -0.8046 0.5 0.2 0.0
N 2.7988 0.7419 2.6282 -0.1 -0.3 0.0
O 2.9052 0.2307 3.7312 0.0 0.4 -0.1
O 2.1990 1.7729 2.3828 0.0 -0.2 0.1
H 5.0930 -1.8197 -1.4190 -0.1 -0.2 0.1
H 5.9731 -2.1264 0.7832 -0.1 0.0 0.7
H 4.8332 -0.9140 2.7809 0.2 0.1 -0.1
H 2.0253 0.7385 -0.0047 0.0 0.1 0.3
H 3.1106 -0.4825 -1.8170 -0.1 0.1 0.0
```
Positions in Å, forces in eV/Å.

As for the multiplicity: 1. The molar mass comes out at 779.28 g/mol. The total energy comes out at -58689.133 eV. The calculation puts the orbital gap at 0.221 Ha. For the max |F|, the calculation gives 2.08 eV/Å. The calculation puts the HOMO energy at -10.81 eV. Its charge is +1.

Mulliken atomic charge list, values in e, 2 entries: 1.490 -0.299